1.
DFT (ωB97M-V/def2-TZVPD) results for a structure of composition C28H34IrN5S2.

Geometry as XYZ:
```
70
C28H34IrN5S2, DFT ωB97M-V/def2-TZVPD
N 2.03485 0.68209 -0.41376
C -0.75814 0.70113 1.77958
H 0.43059 -3.51771 1.95977
N -0.62460 0.18933 0.75451
C -0.04780 -2.76315 -0.00151
H 3.90867 -2.63536 3.24972
H -2.63152 -0.36144 -2.64642
C -2.10770 2.26319 -5.69300
H 3.60083 1.33010 1.69875
H -2.80018 3.65042 4.37306
C -1.04605 -2.82697 -0.99399
C 3.28272 0.29493 1.70386
H -2.83404 1.86889 2.57297
H -0.08393 0.55151 4.75041
C 0.22339 1.20257 3.92403
C 0.50749 2.60487 4.43847
H -2.86193 2.79811 -6.25657
C 2.55095 -2.38458 1.62771
H -2.64189 -5.67522 -0.08403
H 1.08727 0.74624 3.44180
H 1.14832 2.27339 0.64864
H 1.52774 2.60027 -1.04898
H -0.56942 4.23558 5.36932
C 3.79640 -0.58043 2.65431
C -0.18204 -3.64875 1.08346
H 0.55979 0.21846 -6.12763
H -2.85529 2.91768 -3.78788
C -1.93467 -3.88764 -1.04079
H 1.29687 2.56207 5.19071
H -2.55878 1.21067 4.19257
C 1.92521 -1.49977 0.73139
H 0.87113 3.21779 3.60835
H -3.25751 -1.98517 -2.27610
H 0.13749 -2.57366 -3.37379
C 3.45834 -1.92362 2.56869
H -1.17351 -5.35150 1.89611
C 2.39347 -0.15620 0.74951
S -1.13766 1.66679 -1.81133
H -1.10029 2.63686 5.87179
H 2.33956 -3.44032 1.56970
H -1.15194 1.44169 -7.43454
C -0.19310 0.81360 -5.62359
N 0.88804 -1.76251 -0.13353
H 4.10436 0.80902 -0.77993
H 2.83743 2.57709 0.15860
N -0.87784 1.26252 2.95475
C -2.56715 -1.20011 -1.96027
H -1.02628 -1.42728 -4.04971
S 1.09631 0.07476 -3.31494
H -1.57809 3.90013 3.12726
C -2.13944 1.85332 3.41054
C -0.76766 3.22532 5.00970
H -2.82783 -0.86278 -0.96033
C 1.88597 2.12757 -0.13775
C -1.15033 1.50348 -6.35374
C -0.18666 0.87893 -4.23300
C -1.95206 -4.84386 -0.03634
H 3.07944 1.16658 -2.19865
C 3.20500 0.52803 -1.33226
Ir 0.21578 -0.15417 -1.18998
H 3.27812 -0.51028 -1.64722
C -0.88732 -2.21931 -3.32161
H 4.48385 -0.22626 3.41016
H -2.64695 -3.95495 -1.85235
C -1.87482 3.25052 3.95510
C -1.15556 1.63372 -3.56546
H -1.57734 -3.03807 -3.53988
C -1.10814 -4.67652 1.05151
C -2.10934 2.32775 -4.30757
N -1.17060 -1.70940 -1.95837
```

Values from the calculation:
- LUMO energy: 0.482 eV
- Electronic energy: -61548.8414 eV
- ΔE to the lowest compared entry with this formula, charge and spin: 0.00 kJ/mol
- Orbital gap: 0.2485 Eh
- Charge: 0
- HOMO: -0.231 Eh

2.
DFT (ωB97M-V/def2-TZVPD) results for a structure of composition C3H6N2O.

Geometry as XYZ:
```
12
C3H6N2O, DFT ωB97M-V/def2-TZVPD
N -0.57069 1.79152 0.90987
H 2.15568 0.54114 -0.40592
N 1.52666 -0.10278 0.06454
H -1.17564 -1.40162 -1.63625
C 0.23293 0.04612 -0.67742
C -0.85495 -1.01014 -0.66452
H -1.46099 1.99164 1.36353
C -0.69426 0.82151 0.09213
H -0.77492 -1.83466 0.06251
H 1.46410 0.19274 1.05803
H 1.93873 -1.03690 0.01191
O -1.78663 0.00142 -0.17843
```

Values from the calculation:
- LUMO energy: 0.270 eV
- Electronic energy: -8232.6634 eV
- ΔE to the lowest compared entry with this formula, charge and spin: 389.35 kJ/mol
- Orbital gap: 0.2810 Eh
- Charge: 0
- HOMO: -0.271 Eh

3.
DFT (ωB97M-V/def2-TZVPD) results for an isolated molecule of C2H3N5O.

Geometry as XYZ:
```
11
C2H3N5O, DFT ωB97M-V/def2-TZVPD
H -1.37336 -1.27986 0.68340
H 3.43359 -0.05385 0.07817
C -2.01811 0.19391 -0.07047
C 1.56028 -0.29158 -0.10136
O -3.18008 -0.18209 0.13972
N 0.18439 0.05948 0.05137
N -0.83563 -0.67350 -0.28954
N 2.45321 0.54385 0.10090
N -1.53839 1.50668 -0.21786
N -0.28781 1.37540 0.05845
H 1.60191 -1.19845 -0.43280
```

Values from the calculation:
- LUMO energy: -0.725 eV
- SMILES: [H]/N=C/n1nnc(=O)[nH]1
- Electronic energy: -11615.3956 eV
- ΔE to the lowest compared entry with this formula, charge and spin: 524.32 kJ/mol
- Orbital gap: 0.3385 Eh
- Charge: 0
- HOMO: -0.365 Eh

4.
DFT (ωB97M-V/def2-TZVPD) results for an isolated molecule of C3H4O2S2.

Geometry as XYZ:
```
11
C3H4O2S2, DFT ωB97M-V/def2-TZVPD
O -0.03611 -2.26405 -0.53357
H -1.51327 2.26093 0.56300
C 1.04667 -0.15702 0.00102
H 2.77384 -0.00172 0.25489
C -1.16902 1.34999 0.15776
H -0.87475 -2.62196 -0.24089
S -1.84201 -0.26053 0.66953
O 2.27677 -0.38492 -0.44110
S 0.65139 1.58803 0.33458
H -1.38470 1.54809 -0.82266
C 0.07118 -1.05684 0.05744
```

Values from the calculation:
- LUMO energy: -0.166 eV
- SMILES: OC1=C(O)SCS1
- Electronic energy: -28938.4072 eV
- ΔE to the lowest compared entry with this formula, charge and spin: 255.30 kJ/mol
- Orbital gap: 0.2922 Eh
- Charge: 0
- HOMO: -0.298 Eh